Record 1
{
  "formula": "C40H45F3N7O4ScSi",
  "method": "ωB97M-V/def2-TZVPD",
  "symbols": ["Sc", "O", "C", "O", "C", "C", "C", "N", "C", "C", "C", "O", "O", "H", "H", "H", "C", "C", "C", "C", "C", "C", "N", "N", "C", "C", "C", "C", "C", "C", "H", "H", "H", "H", "H", "H", "H", "H", "H", "F", "C", "F", "F", "C", "C", "C", "N", "C", "C", "H", "H", "H", "H", "C", "C", "C", "C", "C", "C", "N", "H", "H", "H", "H", "H", "H", "H", "H", "C", "Si", "C", "C", "C", "C", "H", "H", "H", "H", "H", "H", "H", "H", "H", "C", "C", "C", "C", "N", "N", "H", "H", "H", "H", "H", "H", "H", "H", "H", "H", "H", "H"],
  "positions_angstrom": [[-0.734, -0.286, 1.916], [3.858, 3.308, 6.659], [4.240, 3.025, 5.507], [5.309, 3.302, 4.926], [3.230, 2.208, 4.659], [3.521, 1.850, 3.351], [2.593, 1.141, 2.604], [1.406, 0.774, 3.080], [1.131, 1.104, 4.344], [1.997, 1.811, 5.162], [-0.245, 0.694, 4.804], [-0.628, 0.902, 5.941], [-0.939, 0.159, 3.854], [4.477, 2.145, 2.936], [2.785, 0.855, 1.583], [1.720, 2.060, 6.177], [0.091, -5.092, -1.912], [0.879, -4.194, -1.208], [0.320, -3.052, -0.654], [-1.033, -2.803, -0.826], [-1.836, -3.711, -1.513], [-1.271, -4.851, -2.056], [-1.581, -1.617, -0.234], [-2.662, -1.264, -0.730], [-3.322, -0.201, -0.037], [-4.486, 0.252, -0.660], [-5.251, 1.223, -0.038], [-4.845, 1.703, 1.204], [-3.675, 1.235, 1.791], [-2.855, 0.267, 1.196], [0.531, -5.989, -2.331], [1.935, -4.387, -1.067], [0.923, -2.347, -0.100], [-2.896, -3.515, -1.602], [-1.897, -5.562, -2.582], [-4.775, -0.173, -1.614], [-6.157, 1.591, -0.504], [-5.445, 2.450, 1.714], [-3.392, 1.641, 2.759], [0.432, 6.787, 0.134], [-0.671, 6.407, 0.802], [-0.736, 7.156, 1.912], [-1.719, 6.768, 0.031], [-0.680, 4.933, 1.087], [-0.849, 4.446, 2.369], [-0.871, 3.069, 2.546], [-0.724, 2.204, 1.548], [-0.564, 2.687, 0.312], [-0.538, 4.042, 0.036], [-0.955, 5.103, 3.219], [-1.021, 2.650, 3.532], [-0.452, 1.962, -0.489], [-0.405, 4.382, -0.982], [-3.039, -3.080, 2.133], [-1.581, -3.404, 2.264], [-1.015, -4.657, 2.352], [0.374, -4.458, 2.555], [0.577, -3.094, 2.588], [1.868, -2.380, 2.843], [-0.613, -2.432, 2.399], [-3.636, -3.856, 2.617], [-3.380, -3.013, 1.096], [-3.277, -2.128, 2.613], [-1.547, -5.597, 2.302], [1.138, -5.211, 2.691], [2.673, -3.110, 2.937], [1.835, -1.797, 3.768], [2.134, -1.685, 2.041], [3.118, 2.130, -2.342], [3.217, 0.384, -1.659], [3.169, -0.821, -3.095], [4.833, 0.163, -0.731], [1.816, 0.099, -0.541], [0.910, -0.052, 0.275], [3.866, 2.308, -3.120], [3.264, 2.866, -1.548], [2.127, 2.287, -2.774], [4.064, -0.736, -3.718], [2.289, -0.593, -3.700], [3.091, -1.852, -2.741], [5.685, 0.352, -1.391], [4.915, -0.859, -0.353], [4.909, 0.838, 0.121], [-0.461, -1.727, -4.255], [-0.738, -0.334, -4.804], [-2.247, -0.156, -5.025], [-0.004, -0.131, -6.126], [-0.182, 0.668, -3.882], [-0.709, 0.671, -2.563], [-0.703, -2.479, -5.010], [-1.064, -1.937, -3.371], [0.589, -1.836, -3.981], [-2.626, -0.916, -5.713], [-2.460, 0.828, -5.451], [-2.808, -0.258, -4.095], [-0.381, -0.822, -6.884], [1.064, -0.301, -5.997], [-0.146, 0.888, -6.498], [-0.356, 1.589, -4.270], [-0.148, 0.054, -1.978], [-1.670, 0.338, -2.540]],
  "lowdin_charge": [0.928, -0.060, -0.701, -0.072, -0.100, 0.006, -0.117, 0.071, -0.203, 0.061, -0.596, 0.058, -0.150, 0.105, 0.061, 0.122, -0.100, -0.070, -0.025, -0.255, -0.053, -0.099, 0.032, 0.070, -0.303, -0.060, -0.117, -0.105, -0.131, -0.141, 0.090, 0.103, 0.068, 0.101, 0.092, 0.094, 0.086, 0.090, 0.089, 0.140, -0.584, 0.135, 0.130, -0.115, 0.034, -0.084, 0.044, -0.088, 0.025, 0.122, 0.114, 0.073, 0.124, -0.050, -0.390, -0.095, -0.099, -0.394, -0.047, -0.017, 0.069, 0.050, 0.066, 0.080, 0.079, 0.072, 0.073, 0.042, -0.185, 0.405, -0.183, -0.186, -0.238, -0.169, 0.021, 0.028, 0.011, 0.025, -0.009, 0.025, 0.022, 0.029, 0.020, -0.035, -0.643, -0.051, -0.058, -0.081, 0.038, 0.087, 0.060, 0.070, 0.079, 0.078, 0.064, 0.078, 0.075, 0.075, 0.100, 0.025, 0.045],
  "lumo_energy_ev": 3.724,
  "e_above_lowest_kj_mol": 61.4,
  "max_force_ha_per_bohr": 0.016,
  "total_charge": -2,
  "e_tot_ha": -3585.530247
}

---

Record 2
{
  "formula": "CN2O3",
  "method": "ωB97M-V/def2-TZVPD",
  "symbols": ["C", "N", "N", "O", "O", "O"],
  "positions_angstrom": [[-3.208, 0.105, -0.262], [3.856, 0.767, 0.063], [3.182, -0.119, 0.226], [2.498, -0.998, 0.471], [-2.561, 0.535, -1.330], [-3.767, -0.290, 0.832]],
  "nbo_charge": [1.021, -0.113, 0.435, -0.322, -0.519, -0.502],
  "lumo_energy_ev": 0.124,
  "e_above_lowest_kj_mol": 185.9,
  "max_force_ha_per_bohr": 0.204,
  "e_tot_ha": -373.251771
}

---

Record 3
{
  "formula": "C17H21BrN4O2ReSSi",
  "method": "ωB97M-V/def2-TZVPD",
  "symbols": ["Re", "C", "Si", "C", "C", "C", "C", "C", "C", "N", "C", "S", "H", "H", "H", "H", "H", "H", "H", "H", "H", "H", "H", "H", "C", "N", "C", "C", "N", "H", "H", "H", "H", "H", "H", "Br", "C", "C", "N", "C", "C", "C", "C", "O", "O", "H", "H", "H"],
  "positions_angstrom": [[0.173, 0.166, -0.197], [-2.053, -0.036, -5.384], [-2.393, -1.701, -4.626], [-0.993, -2.904, -4.858], [-4.022, -2.402, -5.170], [-2.556, -1.408, -2.720], [-3.728, -1.721, -2.006], [-3.858, -1.517, -0.634], [-2.803, -0.981, 0.066], [-1.669, -0.671, -0.588], [-1.564, -0.893, -1.923], [0.091, -0.353, -2.382], [-1.985, -0.138, -6.470], [-1.111, 0.400, -5.045], [-2.854, 0.675, -5.175], [-0.881, -3.129, -5.921], [-1.184, -3.848, -4.344], [-0.036, -2.511, -4.510], [-3.987, -2.585, -6.246], [-4.854, -1.716, -4.993], [-4.247, -3.359, -4.693], [-4.567, -2.147, -2.544], [-4.771, -1.774, -0.118], [-2.823, -0.797, 1.130], [4.397, 2.230, 1.995], [4.201, 1.509, 0.709], [5.403, 1.141, -0.080], [3.047, 1.182, 0.331], [1.961, 0.874, -0.029], [4.962, 3.135, 1.788], [4.955, 1.578, 2.664], [3.431, 2.466, 2.429], [5.994, 2.043, -0.225], [5.103, 0.733, -1.040], [5.972, 0.404, 0.484], [-4.371, 0.441, 5.089], [-2.496, 0.532, 5.108], [-1.809, 0.685, 6.313], [-0.485, 0.759, 6.383], [0.214, 0.684, 5.263], [-0.388, 0.526, 4.013], [-1.776, 0.452, 3.938], [0.477, 0.451, 2.838], [1.663, 0.584, 2.796], [-0.224, 0.198, 1.632], [-2.355, 0.751, 7.247], [1.292, 0.740, 5.347], [-2.283, 0.352, 2.990]],
  "nbo_charge": [1.400, -1.120, 1.616, -1.120, -1.133, -0.429, -0.038, -0.231, 0.110, -0.574, 0.133, 0.157, 0.270, 0.237, 0.256, 0.269, 0.256, 0.237, 0.274, 0.253, 0.253, 0.252, 0.266, 0.236, -0.399, -0.338, -0.401, 0.792, -0.579, 0.244, 0.247, 0.249, 0.249, 0.239, 0.247, 0.136, -0.147, 0.083, -0.370, 0.110, -0.254, -0.134, 0.814, -0.558, -0.731, 0.231, 0.220, 0.220],
  "lumo_energy_ev": [-9.448, -8.995],
  "e_above_lowest_kj_mol": 153.7,
  "max_force_ha_per_bohr": 0.004,
  "total_charge": 2,
  "multiplicity": 2,
  "e_tot_ha": -4369.289067
}